1.
Entry from OMol25: a molecular structure, C4H7NO2 (ωB97M-V/def2-TZVPD).

CARTESIAN COORDINATES (ANGSTROEM)
O1 1.59 -0.19 1.79
C1 0.48 0.39 1.36
C2 0.44 1.12 0.00
N1 -0.38 0.09 -0.62
C3 -0.56 -0.88 0.42
C4 -0.50 -0.21 -1.94
O2 -0.96 -1.25 -2.36
H1 0.63 -0.91 1.25
H2 -0.24 0.76 2.10
H3 -0.03 2.10 0.04
H4 1.45 1.19 -0.42
H5 -1.55 -0.93 0.87
H6 -0.24 -1.90 0.11
H7 -0.13 0.60 -2.60

Calculated values
energy relative to the best compared isomer or geometry (same formula, charge and spin) = 5.097 eV
lowest unoccupied orbital energy = 0.62 eV
E = -361.69353 Eh
E_HOMO = -9.6 eV


2.
Entry from OMol25: 16 unconnected molecules or ions with the total composition C54H146N6O16 in a non-equilibrium geometry (ωB97M-V/def2-TZVPD).

CARTESIAN COORDINATES (ANGSTROEM)
C1 -4.36 1.32 8.98
C2 -3.39 1.73 7.87
C3 -2.94 0.55 7.02
O1 -1.88 0.98 6.15
C4 -1.26 -0.09 5.42
N1 -4.11 2.68 7.02
H1 -5.27 0.95 8.51
H2 -4.68 2.21 9.51
H3 -3.85 0.61 9.60
H4 -2.53 2.20 8.34
H5 -3.75 0.16 6.38
H6 -2.58 -0.26 7.65
H7 -1.98 -0.72 4.87
H8 -0.63 -0.64 6.15
H9 -0.70 0.50 4.72
H10 -3.54 2.93 6.24
H11 -4.31 3.56 7.45
C5 2.83 0.70 -5.95
C6 3.08 1.57 -4.70
C7 2.88 3.10 -5.09
O2 1.52 3.28 -5.24
C8 1.23 4.60 -5.54
N2 2.16 1.31 -3.61
H12 3.57 0.92 -6.71
H13 1.83 0.98 -6.27
H14 2.82 -0.34 -5.73
H15 4.06 1.49 -4.29
H16 3.46 3.43 -5.97
H17 3.25 3.60 -4.21
H18 1.63 4.84 -6.49
H19 1.47 5.39 -4.89
H20 0.13 4.71 -5.57
H21 2.23 0.27 -3.41
H22 1.28 1.52 -4.06
C9 2.63 5.23 -0.11
C10 2.87 4.19 -1.17
C11 4.36 3.64 -1.02
O3 4.57 3.24 0.32
C12 5.87 2.69 0.63
N3 1.86 3.13 -1.06
H23 3.27 6.11 -0.37
H24 2.81 5.01 0.93
H25 1.58 5.55 -0.19
H26 2.76 4.66 -2.19
H27 5.05 4.46 -1.24
H28 4.55 2.73 -1.60
H29 6.60 3.49 0.63
H30 6.16 2.11 -0.22
H31 5.85 2.16 1.58
H32 2.10 2.39 -1.72
H33 1.81 2.64 -0.17
C13 -0.46 0.45 1.08
C14 0.55 -0.68 0.70
C15 1.22 -0.43 -0.65
O4 0.34 -0.33 -1.81
C16 -0.44 -1.47 -2.01
N4 1.58 -0.78 1.79
H34 -1.21 0.51 0.29
H35 0.16 1.36 1.14
H36 -1.04 0.29 1.99
H37 0.00 -1.63 0.70
H38 1.89 -1.33 -0.83
H39 1.71 0.51 -0.66
H40 -1.15 -1.65 -1.20
H41 0.16 -2.36 -2.05
H42 -0.98 -1.33 -2.96
H43 2.34 -1.39 1.48
H44 2.03 0.09 2.00
C17 -6.40 -2.89 -1.73
C18 -5.32 -2.95 -2.78
C19 -5.96 -2.51 -4.09
O5 -4.96 -2.65 -5.14
C20 -5.46 -2.06 -6.38
N5 -4.20 -2.15 -2.34
H45 -7.22 -3.59 -1.90
H46 -6.78 -1.86 -1.64
H47 -5.92 -3.22 -0.80
H48 -4.98 -3.97 -2.91
H49 -6.23 -1.45 -3.99
H50 -6.77 -3.14 -4.29
H51 -4.71 -2.20 -7.18
H52 -5.63 -0.97 -6.28
H53 -6.36 -2.54 -6.78
H54 -4.58 -1.24 -2.08
H55 -3.63 -1.87 -3.15
C21 4.52 -0.29 5.39
C22 4.71 -0.43 3.88
C23 6.20 -0.55 3.47
O6 6.80 0.67 3.74
C24 8.07 0.76 3.16
N6 4.15 -1.74 3.48
H56 4.92 -1.17 5.90
H57 3.44 -0.23 5.52
H58 4.93 0.65 5.70
H59 4.21 0.42 3.37
H60 6.31 -0.88 2.42
H61 6.66 -1.37 4.04
H62 8.23 0.60 2.09
H63 8.78 0.06 3.63
H64 8.39 1.78 3.33
H65 3.23 -1.85 3.86
H66 4.18 -2.04 2.52
C25 4.89 -0.53 -0.80
C26 5.02 -2.06 -0.76
C27 6.47 -2.57 -0.65
O7 4.18 -2.56 0.26
H67 4.82 -0.07 0.19
H68 3.88 -0.27 -1.13
H69 5.58 -0.06 -1.45
H70 4.64 -2.45 -1.72
H71 7.03 -2.20 0.17
H72 6.90 -2.38 -1.63
H73 6.40 -3.67 -0.52
H74 4.00 -3.51 0.13
C28 1.56 2.43 4.20
C29 2.43 2.99 3.07
C30 3.82 3.48 3.43
O8 2.62 1.93 2.13
H75 1.47 3.27 4.89
H76 2.03 1.61 4.70
H77 0.56 2.14 3.86
H78 1.81 3.83 2.65
H79 4.39 2.60 3.69
H80 3.74 4.27 4.22
H81 4.30 3.90 2.55
H82 3.27 2.20 1.48
C31 -3.38 -4.05 2.30
C32 -3.02 -3.86 0.81
C33 -3.74 -4.92 -0.08
O9 -3.34 -2.58 0.43
H83 -3.31 -5.11 2.50
H84 -4.33 -3.58 2.56
H85 -2.65 -3.58 2.94
H86 -1.94 -4.09 0.66
H87 -3.64 -4.80 -1.15
H88 -4.81 -4.94 0.15
H89 -3.28 -5.90 0.10
H90 -3.48 -2.51 -0.56
C34 1.92 -7.03 0.48
C35 1.98 -5.91 -0.48
C36 1.19 -4.63 -0.23
O10 3.37 -5.42 -0.54
H91 2.43 -7.94 0.07
H92 0.85 -7.29 0.53
H93 2.27 -6.73 1.47
H94 1.72 -6.36 -1.43
H95 1.63 -4.11 0.58
H96 0.14 -4.87 0.10
H97 1.08 -4.01 -1.12
H98 3.87 -6.25 -0.53
C37 -3.53 2.96 3.38
C38 -2.04 3.32 3.66
C39 -1.52 4.43 2.77
O11 -1.80 3.64 5.01
H99 -4.16 3.67 3.85
H100 -3.73 1.99 3.85
H101 -3.75 2.93 2.32
H102 -1.43 2.44 3.43
H103 -2.25 5.21 2.48
H104 -1.22 3.90 1.85
H105 -0.66 4.93 3.25
H106 -1.69 2.85 5.54
C40 -2.97 1.19 -6.47
C41 -3.35 1.08 -4.94
C42 -2.03 0.93 -4.20
O12 -4.06 2.24 -4.51
H107 -2.18 1.93 -6.57
H108 -3.83 1.54 -7.07
H109 -2.52 0.26 -6.75
H110 -4.01 0.24 -4.77
H111 -1.42 0.21 -4.70
H112 -2.10 0.78 -3.12
H113 -1.51 1.89 -4.29
H114 -3.48 2.99 -4.64
C43 -1.40 3.14 -1.11
C44 -1.28 4.29 -2.15
C45 -1.87 5.62 -1.60
O13 0.08 4.52 -2.41
H115 -0.88 2.30 -1.54
H116 -2.46 2.80 -0.97
H117 -1.00 3.42 -0.17
H118 -1.77 3.93 -3.10
H119 -2.87 5.86 -1.94
H120 -1.25 6.41 -2.00
H121 -1.66 5.63 -0.49
H122 0.67 3.91 -1.86
C46 0.14 -3.45 -5.12
C47 -0.81 -3.60 -6.29
C48 -1.68 -2.36 -6.64
O14 0.03 -4.00 -7.37
H123 0.70 -4.38 -4.92
H124 -0.29 -3.22 -4.16
H125 0.89 -2.69 -5.31
H126 -1.50 -4.39 -6.04
H127 -2.28 -2.02 -5.83
H128 -2.31 -2.48 -7.51
H129 -1.05 -1.49 -6.91
H130 -0.50 -4.16 -8.14
C49 1.66 -4.09 5.41
C50 1.19 -3.38 4.13
C51 0.01 -4.10 3.51
O15 0.83 -2.00 4.41
H131 0.83 -4.18 6.08
H132 2.49 -3.55 5.92
H133 1.97 -5.08 5.09
H134 2.06 -3.39 3.40
H135 -0.84 -3.96 4.19
H136 0.12 -5.20 3.49
H137 -0.15 -3.65 2.54
H138 1.15 -1.47 3.67
C52 -6.64 1.66 -0.81
C53 -5.18 1.39 -0.87
C54 -4.52 0.62 0.24
O16 -4.86 0.70 -2.15
H139 -6.93 2.09 -1.73
H140 -6.96 2.37 -0.04
H141 -7.25 0.77 -0.68
H142 -4.73 2.35 -0.98
H143 -4.72 1.16 1.14
H144 -3.45 0.53 0.04
H145 -4.96 -0.36 0.23
H146 -4.56 1.38 -2.75

Calculated values
energy relative to the best compared isomer or geometry (same formula, charge and spin) = 0.000 eV
lowest unoccupied orbital energy = 0.40 eV
E = -3677.24612 Eh
E_HOMO = -8.6 eV


3.
Entry from OMol25: 2 unconnected molecules or ions with the total composition C4H10NO in a non-equilibrium geometry (ωB97M-V/def2-TZVPD).

CARTESIAN COORDINATES (ANGSTROEM)
C1 -0.39 -1.81 0.08
C2 -0.13 2.34 -0.36
C3 0.22 -2.76 1.04
C4 0.78 3.48 -0.03
N1 -0.87 -2.16 -1.10
O1 0.05 1.15 -0.38
H1 -0.48 -0.78 0.29
H2 -1.25 2.75 -0.29
H3 -0.36 -2.76 1.96
H4 1.24 -2.50 1.48
H5 0.29 -3.66 0.56
H6 0.31 4.44 -0.25
H7 1.74 3.45 -0.66
H8 1.08 3.28 1.02
H9 -0.87 -3.01 -1.68
H10 -1.38 -1.45 -1.69

Calculated values
energy relative to the best compared isomer or geometry (same formula, charge and spin) = 1.512 eV
lowest unoccupied orbital energy = -4.75 eV
E = -288.10754 Eh
total charge = +1
E_HOMO = -13.4 eV


4.
Entry from OMol25: a molecular structure, C2H3InO3 in a non-equilibrium geometry (ωB97M-V/def2-TZVPD).

CARTESIAN COORDINATES (ANGSTROEM)
O1 -1.36 -0.91 1.36
C1 -0.38 -0.47 0.70
O2 -0.65 0.60 -0.08
O3 0.69 -1.10 0.58
In1 -0.52 -2.67 1.98
C2 0.37 1.04 -0.96
H1 0.61 0.26 -1.70
H2 -0.04 1.92 -1.48
H3 1.27 1.32 -0.41

Calculated values
lowest unoccupied orbital energy = -0.05 eV
E = -493.88888 Eh
E_HOMO = -9.0 eV


5.
Entry from OMol25: a single CH3BrOS molecule in a non-equilibrium geometry (ωB97M-V/def2-TZVPD).

CARTESIAN COORDINATES (ANGSTROEM)
C1 0.18 -0.22 -0.09
O1 1.08 -1.18 -0.63
S1 2.41 -1.56 0.17
Br1 3.66 0.48 -0.02
H1 -0.79 -0.69 0.06
H2 0.09 0.58 -0.82
H3 0.54 0.19 0.86

Calculated values
SMILES = COSBr
energy relative to the best compared isomer or geometry (same formula, charge and spin) = 0.390 eV
lowest unoccupied orbital energy = -1.02 eV
E = -3087.29877 Eh
E_HOMO = -9.2 eV


6.
Entry from OMol25: 12 unconnected molecules or ions with the total composition C17H58N14O12 in a non-equilibrium geometry (ωB97M-V/def2-TZVPD).

CARTESIAN COORDINATES (ANGSTROEM)
C1 4.44 -0.55 -1.93
O1 3.30 -0.36 -1.42
N1 4.61 -0.41 -3.27
N2 5.51 -0.92 -1.21
H1 3.87 0.02 -3.80
H2 5.46 -0.56 -3.76
H3 5.42 -1.01 -0.20
H4 6.41 -0.99 -1.63
C2 1.64 3.11 0.40
O2 1.64 1.99 0.93
N3 2.62 3.47 -0.49
N4 0.72 4.10 0.63
H5 2.76 4.36 -0.92
H6 3.22 2.69 -0.73
H7 0.02 3.77 1.28
H8 0.67 5.01 0.22
C3 1.21 2.10 -3.85
O3 2.34 2.03 -4.37
N5 0.19 2.83 -4.42
N6 0.87 1.40 -2.72
H9 -0.62 2.90 -3.82
H10 0.45 3.40 -5.20
H11 1.58 0.92 -2.17
H12 0.14 1.78 -2.14
C4 -0.82 -0.41 0.09
O4 -1.75 -1.11 -0.36
N7 -1.07 0.61 0.97
N8 0.49 -0.54 -0.22
H13 -2.02 0.91 1.11
H14 -0.21 0.96 1.35
H15 0.87 -1.32 -0.72
H16 1.10 0.14 0.20
C5 -4.24 0.39 -2.63
O5 -5.14 1.04 -3.17
N9 -3.78 -0.79 -3.15
N10 -3.61 0.76 -1.48
H17 -3.25 -1.40 -2.54
H18 -3.99 -1.11 -4.07
H19 -3.01 0.10 -1.01
H20 -3.87 1.58 -0.96
C6 0.81 1.00 4.54
O6 0.68 -0.18 4.21
N11 1.49 1.90 3.76
N12 0.39 1.52 5.74
H21 1.58 1.83 2.75
H22 1.81 2.77 4.16
H23 -0.28 1.06 6.34
H24 0.57 2.48 5.97
C7 4.16 -1.06 2.17
O7 5.26 -1.30 1.66
N13 4.07 -0.73 3.50
N14 2.98 -0.94 1.51
H25 3.15 -0.56 3.87
H26 4.91 -0.71 4.05
H27 2.25 -0.34 1.84
H28 3.07 -1.13 0.51
C8 -3.48 -3.83 0.25
C9 -2.11 -4.30 0.76
O8 -1.02 -3.73 0.06
H29 -4.26 -4.16 0.95
H30 -3.71 -4.17 -0.75
H31 -3.58 -2.74 0.30
H32 -2.10 -5.37 0.55
H33 -2.05 -4.22 1.85
H34 -1.13 -2.77 0.15
C10 -4.27 5.28 0.85
C11 -3.05 4.45 1.18
O9 -3.32 3.08 0.82
H35 -4.66 5.25 -0.16
H36 -3.94 6.31 1.05
H37 -5.04 5.23 1.63
H38 -2.80 4.58 2.24
H39 -2.12 4.69 0.66
H40 -4.07 2.85 1.39
C12 -0.15 -3.24 -4.70
C13 -0.39 -2.73 -3.26
O10 -1.19 -3.78 -2.72
H41 0.63 -4.00 -4.75
H42 0.19 -2.44 -5.36
H43 -1.07 -3.59 -5.16
H44 -0.91 -1.76 -3.18
H45 0.56 -2.63 -2.74
H46 -0.97 -3.97 -1.78
C14 -3.36 0.66 3.78
C15 -3.12 1.72 4.80
O11 -4.17 2.70 4.67
H47 -4.19 0.01 3.99
H48 -2.45 0.04 3.78
H49 -3.30 1.00 2.75
H50 -2.11 2.14 4.75
H51 -3.19 1.42 5.85
H52 -4.18 3.37 5.36
C16 2.75 -3.88 -1.00
C17 3.55 -4.73 -1.96
O12 4.35 -3.98 -2.87
H53 2.24 -4.61 -0.36
H54 1.92 -3.32 -1.43
H55 3.31 -3.20 -0.35
H56 2.87 -5.36 -2.55
H57 4.18 -5.44 -1.44
H58 3.80 -3.33 -3.32

Calculated values
SMILES = NC(N)=O.NC(N)=O.NC(N)=O.NC(N)=O.NC(N)=O.NC(N)=O.NC(N)=O.CCO.CCO.CCO.CCO.CCO
energy relative to the best compared isomer or geometry (same formula, charge and spin) = 0.000 eV
lowest unoccupied orbital energy = -0.27 eV
E = -2352.24618 Eh
E_HOMO = -9.0 eV


7.
Entry from OMol25: a molecular structure, C4H5O2Pm in a non-equilibrium geometry (ωB97M-V/def2-TZVPD).

CARTESIAN COORDINATES (ANGSTROEM)
H1 3.33 -1.89 1.86
O1 3.33 -0.98 1.56
Pm1 4.50 -0.22 -0.20
O2 -2.82 0.51 -2.33
C1 -1.83 0.28 -1.69
C2 -1.50 1.01 -0.40
C3 -0.65 0.24 0.51
C4 -0.13 -0.48 1.34
H2 -1.09 -0.47 -2.03
H3 -2.43 1.33 0.09
H4 -0.96 1.92 -0.70
H5 0.24 -1.26 1.99

Calculated values
⟨S²⟩ = 8.756
energy relative to the best compared isomer or geometry (same formula, charge and spin) = 0.561 eV
lowest unoccupied orbital energy (alpha / beta) = -5.60 / -5.51 eV
2S+1 = 6
E = -913.87252 Eh
total charge = +1
E_HOMO (alpha / beta) = -12.1 / -12.1 eV


8.
Entry from OMol25: a single C19H22N4O5S molecule in a non-equilibrium geometry (ωB97M-V/def2-TZVPD).

CARTESIAN COORDINATES (ANGSTROEM)
O1 -2.20 1.07 4.21
C1 -2.21 0.48 3.23
N1 -1.88 0.80 1.88
C2 -1.45 1.98 1.54
C3 -1.16 3.16 2.53
C4 -0.77 4.15 1.86
C5 -0.62 4.19 0.50
C6 -0.56 3.16 -0.31
C7 -1.10 1.96 0.22
H1 -1.40 1.21 -0.47
S1 -0.27 3.05 -2.25
O2 0.61 4.23 -2.38
O3 -1.60 3.20 -2.65
N2 0.50 1.73 -2.40
C8 1.94 1.92 -1.75
H2 2.27 2.56 -2.39
C9 2.48 0.65 -1.74
H3 2.96 0.37 -2.78
C10 1.86 -0.60 -1.56
H4 2.32 -1.50 -1.09
C11 1.13 -1.28 -2.61
C12 -0.20 -0.62 -3.27
H5 -0.50 -0.98 -4.20
C13 0.13 0.89 -3.60
H6 -0.30 1.48 -4.04
H7 1.14 1.12 -4.25
H8 -1.00 -0.33 -2.32
H9 1.91 -1.42 -3.60
H10 0.58 -2.34 -2.40
H11 0.93 -0.34 -0.73
H12 3.53 0.64 -1.17
H13 1.85 2.28 -0.71
H14 0.01 5.14 -0.08
H15 -0.54 5.07 2.54
H16 -1.44 2.96 3.46
H17 -2.00 -0.09 1.12
C14 -2.49 -1.07 3.46
H18 -3.18 -1.41 4.30
H19 -3.45 -1.37 2.67
O4 -1.58 -2.22 3.09
C15 -1.43 -2.28 1.87
O5 -1.94 -2.07 0.85
C16 -0.20 -3.42 1.91
N3 0.13 -3.96 3.06
C17 1.30 -4.95 2.87
C18 1.78 -4.95 1.57
N4 1.34 -4.38 0.51
C19 0.35 -3.44 0.63
H20 0.28 -3.08 -0.33
H21 2.59 -6.00 1.49
H22 1.57 -5.35 3.71

Calculated values
SMILES = O=C(COC(=O)c1cnccn1)Nc1cccc(S(=O)(=O)N2CCCCCC2)c1
energy relative to the best compared isomer or geometry (same formula, charge and spin) = 18.189 eV
lowest unoccupied orbital energy = -0.54 eV
E = -1730.00986 Eh
E_HOMO = -8.1 eV